Record 1
{"formula": "C7H12N2O", "method": "ωB97M-V/def2-TZVPD", "lumo_energy_ev": -9.63, "e_above_lowest_kcal_mol": 14.3, "total_charge": 2, "e_homo_ev": -17.76, "largest_force_ev_per_a": 5.33, "multiplicity": 1, "homo_lumo_gap_ha": 0.2985, "elements": ["O", "H", "H", "H", "H", "N", "H", "C", "C", "H", "C", "C", "H", "N", "H", "H", "C", "H", "H", "C", "C", "H"], "xyz": [[2.0855, -1.5959, -0.1158], [-3.1508, -0.1239, -0.8894], [4.2148, 0.4149, -0.7344], [-0.5639, -2.2516, 0.2335], [1.1286, -1.9019, -0.1870], [0.9281, 1.9305, -0.2554], [1.6395, 2.7606, -0.2813], [1.0486, 0.5482, -0.2346], [-1.5159, -0.1572, 0.1293], [3.3906, 1.1702, 0.7349], [2.1311, -0.3321, -0.1475], [-2.8294, 0.4168, -0.0067], [-2.9499, 1.4223, -0.2434], [-0.4610, 0.5587, -0.2238], [-1.0688, -1.5152, 1.7142], [-1.1802, 2.6839, -0.5276], [-1.3633, -1.5379, 0.6048], [4.0073, -0.5625, 0.4671], [-3.4837, -0.0515, 0.8060], [3.4718, 0.2708, 0.0733], [-0.3296, 1.9446, -0.2816], [-2.2875, -1.9261, 0.6087]]}

---

Record 2
{"formula": "C7H12N2O2S", "method": "ωB97M-V/def2-TZVPD", "lumo_energy_ev": 0.36, "e_above_lowest_kcal_mol": 75.8, "e_homo_ev": -9.54, "largest_force_ev_per_a": 4.36, "multiplicity": 1, "homo_lumo_gap_ha": 0.3637, "elements": ["H", "N", "H", "C", "C", "C", "C", "H", "H", "H", "H", "H", "H", "H", "N", "C", "C", "C", "H", "H", "S", "O", "O", "H"], "xyz": [[1.0759, 1.9655, -0.0509], [0.7844, -2.3187, 0.4130], [-0.7874, 1.1939, 2.2839], [-2.2595, -0.1620, -1.6230], [3.0899, 0.1538, 0.0374], [-0.1884, 0.3059, 0.4322], [2.2444, -0.7494, -0.7035], [-0.2506, -0.4712, 2.4286], [0.9477, 0.8135, 2.1958], [-3.3153, -0.3788, -1.7215], [-0.1212, -2.5022, 0.8384], [-1.6671, -0.8977, -2.1496], [2.8282, -1.6388, -0.9646], [1.9271, -0.2466, -1.6234], [3.7748, 0.8691, 0.6057], [-0.0514, 0.4748, 1.9282], [0.1207, 1.5425, -0.3604], [1.0470, -1.1724, 0.0675], [0.1539, 1.3527, -1.4313], [-0.6552, 2.2839, -0.1622], [-1.8888, -0.2650, 0.1604], [-1.9735, -1.6516, 0.5473], [-2.7756, 0.6546, 0.8178], [-2.0599, 0.8443, -1.9658]]}

---

Record 3
{"formula": "C7H12N2O4P2", "method": "ωB97M-V/def2-TZVPD", "smiles": "CCc1cn(P(O)CCP(=O)([O-])[O-])cn1", "lumo_energy_ev": 5.84, "e_above_lowest_kcal_mol": 7.4, "total_charge": -2, "e_homo_ev": -0.06, "largest_force_ev_per_a": 6.18, "multiplicity": 1, "homo_lumo_gap_ha": 0.2168, "elements": ["H", "N", "C", "C", "H", "N", "O", "C", "H", "C", "O", "O", "H", "H", "H", "H", "C", "P", "O", "C", "H", "H", "H", "H", "P", "H", "C"], "xyz": [[0.8497, -0.2294, 2.2160], [0.1408, -1.6563, -0.1763], [0.3251, -0.4652, -1.9808], [0.3916, 0.6129, -3.0071], [-0.0640, 2.5314, -3.4375], [0.2666, -1.8423, -2.3736], [0.5750, 1.9061, 2.9448], [0.4000, -0.3487, -0.5946], [0.3490, 2.4853, -1.7428], [-0.0223, -0.8400, 2.4217], [1.8351, -2.4061, 1.4944], [-1.8332, 2.7760, 2.4147], [0.3552, 0.5085, -0.0502], [2.0355, -1.4822, 1.6862], [0.1752, -1.1310, 3.4854], [-2.0198, -0.0685, 3.0628], [0.1549, -2.5085, -1.2346], [0.1720, -2.3794, 1.4412], [-0.2777, 1.8838, 0.5952], [-0.1919, 1.9202, -2.5553], [-0.0071, -3.6241, -1.0566], [-1.8013, -0.2828, 1.2510], [-1.2215, 1.7921, -2.0837], [-0.1051, 0.2450, -3.9134], [-0.6813, 1.8219, 2.0679], [1.4700, 0.7948, -3.1424], [-1.2705, -0.0137, 2.2675]]}

---

Record 4
{"formula": "C7H12N2O6", "method": "ωB97M-V/def2-TZVPD", "smiles": "CO/N=[N+](\\[O-])C(C)(C(=O)OC)C(=O)OC", "lumo_energy_ev": 0.67, "e_above_lowest_kcal_mol": 183.3, "e_homo_ev": -9.38, "largest_force_ev_per_a": 4.29, "multiplicity": 1, "homo_lumo_gap_ha": 0.3691, "elements": ["H", "C", "N", "N", "O", "H", "H", "H", "H", "O", "O", "C", "H", "C", "H", "C", "C", "O", "C", "H", "O", "O", "H", "C", "H", "H", "H"], "xyz": [[1.0141, -3.9516, -0.8049], [-0.1478, -1.1437, 0.0244], [0.9492, 0.8329, -0.9152], [1.5988, 0.8017, 0.1637], [2.8395, 1.5379, 0.1146], [-3.1576, 1.0139, 2.1104], [-2.0105, -0.5242, -2.1658], [-4.4133, 0.3772, 1.2358], [-0.8327, 0.2998, -2.9649], [-2.5612, 0.2547, 0.2738], [1.1583, 1.3916, -1.9753], [-1.5057, 0.9196, -0.0604], [3.5544, 1.0708, 1.9599], [3.1621, 1.9440, 1.3741], [2.3219, 2.5070, 1.9245], [-0.5471, 0.0239, -0.7696], [-0.9836, -0.3987, -2.1409], [-0.3111, -1.3440, 1.1579], [-3.4680, 0.8825, 1.1099], [2.1747, -3.0752, 0.3635], [-1.2214, 2.0271, 0.2978], [0.7465, -1.9415, -0.6512], [-3.9151, 1.9056, 0.7935], [1.1786, -3.1736, -0.0635], [-0.2542, -1.2558, -2.4895], [0.4102, -3.4353, 0.8288], [4.2210, 2.4534, 1.2685]]}